Record 1
Computed, not measured: a 2-piece molecular cluster, C9H14O overall, with ωB97M-V/def2-TZVPD.

CARTESIAN COORDINATES (ANGSTROEM)
C 0.85 2.03 2.60
C 1.86 0.97 3.02
O -0.41 1.44 2.30
H 0.72 2.68 3.46
H 1.20 2.52 1.69
H 2.88 1.36 3.10
H -0.25 0.61 1.85
H 1.94 0.19 2.26
H 1.56 0.56 3.99
C -2.59 -0.18 -2.47
C 1.11 -1.28 -0.72
C 1.10 -0.74 -2.05
C -0.08 -1.56 -0.06
C -0.08 -0.45 -2.70
C -1.28 -1.33 -0.72
C -1.26 -0.63 -1.99
H 2.04 -1.62 -0.27
H 2.02 -0.27 -2.36
H -0.17 -2.07 0.88
H -0.06 0.14 -3.57
H -2.19 -1.79 -0.38
H -3.11 -1.13 -2.72
H -2.55 0.31 -3.44
H -3.23 0.26 -1.71

Values from the calculation:
E_HOMO (spin up / spin down): -13.03 / -13.03 eV
2S+1: 2
Energy above the lowest of the compared OMol25 structures with the same formula, charge and spin: 1.529 eV
Charge: +1
Gap between HOMO and LUMO (spin up / spin down): 8.2763 / 4.8207 eV

Record 2
Computed, not measured: a 2-piece molecular cluster, C9H14O2 overall, with ωB97M-V/def2-TZVPD.

CARTESIAN COORDINATES (ANGSTROEM)
C -3.30 2.69 0.17
C -1.97 2.02 -0.23
C -1.83 0.69 -0.52
C -0.64 0.27 -1.13
C 0.43 1.24 -1.33
O 1.57 0.82 -1.99
C 0.36 2.52 -0.82
C -0.91 2.90 -0.31
H -3.22 3.26 1.05
H -4.25 2.05 0.40
H -3.46 3.34 -0.86
H -2.57 -0.23 -0.53
H -0.63 -0.76 -1.22
H 1.77 -0.13 -1.77
H 1.29 3.10 -0.66
H -1.24 3.89 0.13
C 2.09 -3.48 1.89
C 2.46 -2.86 0.54
O 1.38 -2.45 -0.18
H 3.01 -4.10 2.02
H 1.10 -4.01 1.72
H 1.80 -2.81 2.78
H 3.18 -2.01 0.61
H 2.99 -3.72 -0.08
H 0.61 -2.25 0.31

Values from the calculation:
E_HOMO: -8.39 eV
Energy above the lowest of the compared OMol25 structures with the same formula, charge and spin: 3.175 eV
Charge: 0
Gap between HOMO and LUMO: 9.1292 eV
Structure (SMILES): Cc1ccc(O)cc1.CCO

Record 3
Computed, not measured: a 2-piece molecular cluster, C9H14O2 overall, with ωB97M-V/def2-TZVPD.

CARTESIAN COORDINATES (ANGSTROEM)
C -0.96 -1.02 -2.43
C -0.02 -2.49 -0.62
C -0.93 -1.47 -1.02
C 0.07 -2.83 0.70
C -0.64 -2.06 1.66
C -1.75 -0.84 -0.05
C -1.53 -1.01 1.28
O -0.39 -2.35 2.91
H 0.49 -3.11 -1.35
H 0.70 -3.65 1.00
H -1.16 0.04 -2.53
H -1.72 -1.55 -3.03
H -2.54 -0.18 -0.39
H -0.93 -1.86 3.55
H -2.05 -0.42 2.02
H -0.01 -1.21 -2.92
C 1.24 2.61 0.75
C 2.13 2.79 -0.46
O 0.23 3.64 0.84
H 0.72 1.65 0.69
H 1.78 2.75 1.68
H 2.76 1.91 -0.62
H 0.19 4.10 0.00
H 2.84 3.60 -0.32
H 1.49 2.95 -1.34

Values from the calculation:
E_HOMO (spin up / spin down): -12.79 / -12.79 eV
2S+1: 2
Energy above the lowest of the compared OMol25 structures with the same formula, charge and spin: 0.226 eV
Charge: +1
Gap between HOMO and LUMO (spin up / spin down): 8.9841 / 5.3333 eV

Record 4
Computed, not measured: an isolated molecule of C9H14O4, with ωB97M-V/def2-TZVPD.

CARTESIAN COORDINATES (ANGSTROEM)
C 1.77 -1.97 1.54
C 0.71 -1.54 0.94
C -0.23 -1.26 0.06
O -0.45 -2.09 -1.09
C -1.24 -0.13 0.22
C -2.56 -0.53 -0.31
O -3.58 0.38 -0.02
O -0.88 1.10 -0.41
C 0.40 1.53 0.00
C 0.53 1.94 1.53
C 1.45 0.54 -0.51
C 1.27 0.09 -2.00
O 2.55 0.47 0.00
H 1.71 -2.46 2.52
H 2.73 -1.75 1.15
H 0.46 -2.57 -0.98
H -1.47 0.20 1.31
H -3.07 -1.50 -0.02
H -2.44 -0.45 -1.47
H -3.56 1.26 -0.37
H 0.44 2.43 -0.59
H 0.88 1.06 1.96
H -0.42 2.44 1.78
H 1.22 2.84 1.64
H 0.18 0.01 -2.20
H 1.86 -0.89 -2.03
H 1.72 0.85 -2.66

Values from the calculation:
E_HOMO: -9.19 eV
Energy above the lowest of the compared OMol25 structures with the same formula, charge and spin: 1.950 eV
Charge: 0
Gap between HOMO and LUMO: 9.7227 eV
Structure (SMILES): C=C=C(O)[C@H](CO)O[C@@H](C)C(C)=O

Repeat the first record exactly.
Computed, not measured: a 2-piece molecular cluster, C9H14O overall, with ωB97M-V/def2-TZVPD.

CARTESIAN COORDINATES (ANGSTROEM)
C 0.85 2.03 2.60
C 1.86 0.97 3.02
O -0.41 1.44 2.30
H 0.72 2.68 3.46
H 1.20 2.52 1.69
H 2.88 1.36 3.10
H -0.25 0.61 1.85
H 1.94 0.19 2.26
H 1.56 0.56 3.99
C -2.59 -0.18 -2.47
C 1.11 -1.28 -0.72
C 1.10 -0.74 -2.05
C -0.08 -1.56 -0.06
C -0.08 -0.45 -2.70
C -1.28 -1.33 -0.72
C -1.26 -0.63 -1.99
H 2.04 -1.62 -0.27
H 2.02 -0.27 -2.36
H -0.17 -2.07 0.88
H -0.06 0.14 -3.57
H -2.19 -1.79 -0.38
H -3.11 -1.13 -2.72
H -2.55 0.31 -3.44
H -3.23 0.26 -1.71

Values from the calculation:
E_HOMO (spin up / spin down): -13.03 / -13.03 eV
2S+1: 2
Energy above the lowest of the compared OMol25 structures with the same formula, charge and spin: 1.529 eV
Charge: +1
Gap between HOMO and LUMO (spin up / spin down): 8.2763 / 4.8207 eV

What did the first record say?
Computed, not measured: a 2-piece molecular cluster, C9H14O overall, with ωB97M-V/def2-TZVPD.

CARTESIAN COORDINATES (ANGSTROEM)
C 0.85 2.03 2.60
C 1.86 0.97 3.02
O -0.41 1.44 2.30
H 0.72 2.68 3.46
H 1.20 2.52 1.69
H 2.88 1.36 3.10
H -0.25 0.61 1.85
H 1.94 0.19 2.26
H 1.56 0.56 3.99
C -2.59 -0.18 -2.47
C 1.11 -1.28 -0.72
C 1.10 -0.74 -2.05
C -0.08 -1.56 -0.06
C -0.08 -0.45 -2.70
C -1.28 -1.33 -0.72
C -1.26 -0.63 -1.99
H 2.04 -1.62 -0.27
H 2.02 -0.27 -2.36
H -0.17 -2.07 0.88
H -0.06 0.14 -3.57
H -2.19 -1.79 -0.38
H -3.11 -1.13 -2.72
H -2.55 0.31 -3.44
H -3.23 0.26 -1.71

Values from the calculation:
E_HOMO (spin up / spin down): -13.03 / -13.03 eV
2S+1: 2
Energy above the lowest of the compared OMol25 structures with the same formula, charge and spin: 1.529 eV
Charge: +1
Gap between HOMO and LUMO (spin up / spin down): 8.2763 / 4.8207 eV